1.
ORCA calculation (ωB97M-V/def2-TZVPD) on a structure of composition C27H35N4O6PPtS.

CARTESIAN COORDINATES (ANGSTROEM)
Pt  0.887  0.536  -0.732
N  5.424  -5.952  -0.445
C  4.971  -4.657  -0.457
C  4.025  -4.191  -1.395
C  3.591  -2.869  -1.441
C  4.177  -1.979  -0.513
C  5.186  -2.394  0.329
C  5.472  -3.738  0.427
S  3.829  -0.251  -0.624
O  5.035  0.426  -0.221
O  3.290  -0.015  -1.934
N  2.582  0.114  0.417
C  2.724  0.342  1.779
N  3.669  -0.324  2.393
C  3.699  -0.245  3.744
C  2.822  0.576  4.452
C  1.830  1.211  3.712
N  1.819  1.134  2.385
H  5.521  -6.363  -1.360
H  6.270  -6.100  0.021
H  3.577  -4.893  -2.095
H  2.866  -2.522  -2.189
H  5.589  -1.714  1.008
H  6.273  -4.012  1.116
H  4.409  -0.840  4.265
H  2.898  0.716  5.510
H  1.015  1.742  4.181
C  -5.407  1.556  1.208
C  -4.548  1.538  -0.057
O  -5.081  0.523  -0.908
C  -4.064  0.089  -1.805
C  -4.716  -0.664  -2.941
H  -5.106  2.317  1.875
H  -5.490  0.533  1.679
H  -6.423  1.783  0.841
H  -3.516  1.264  0.218
H  -4.523  2.489  -0.585
H  -3.271  -0.512  -1.327
H  -3.513  0.893  -2.205
H  -5.172  -1.615  -2.516
H  -3.939  -0.886  -3.682
H  -5.494  -0.092  -3.464
C  -2.554  4.729  0.223
C  -1.572  3.945  0.940
C  -0.824  3.030  0.310
C  -0.842  2.974  -1.137
C  0.033  2.035  -1.794
C  0.163  2.118  -3.184
C  -0.609  3.041  -3.919
C  -1.541  3.882  -3.281
C  -1.629  3.879  -1.871
C  -2.599  4.704  -1.119
H  -3.165  5.476  0.721
H  -1.454  4.225  2.002
H  -0.193  2.411  0.917
H  0.834  1.361  -3.656
H  -0.556  3.116  -4.993
H  -2.178  4.575  -3.848
H  -3.260  5.329  -1.633
C  -0.514  -2.490  -1.572
O  -1.218  -2.071  -0.426
P  -0.530  -0.915  0.459
O  -1.839  -0.563  1.317
C  -1.702  0.428  2.386
O  0.482  -1.654  1.461
C  0.090  -2.530  2.484
H  -0.095  -1.692  -2.161
H  -1.223  -2.978  -2.213
H  0.251  -3.224  -1.324
H  -0.764  0.327  2.946
H  -2.512  0.325  3.067
H  -1.736  1.386  1.917
H  -0.947  -2.781  2.392
H  0.275  -1.967  3.412
H  0.747  -3.386  2.511

Output
2S+1: 3
Expectation value of S²: 2.02
ΔE to the lowest compared entry with this formula, charge and spin: 0.901 eV
Net charge: 0
Gap between HOMO and LUMO (alpha / beta): 7.738 / 6.376 eV

---

2.
ORCA calculation (ωB97M-V/def2-TZVPD) on the ion C4H7N2OS with charge +1.

CARTESIAN COORDINATES (ANGSTROEM)
C  -0.601  1.474  0.046
C  -1.534  0.679  -0.454
C  0.027  -1.374  0.033
C  0.803  1.070  0.556
N  -1.372  -0.623  -0.849
N  0.819  -0.492  0.580
O  1.771  1.448  -0.282
S  -0.057  -3.052  0.177
H  -0.777  2.518  -0.008
H  -2.390  1.230  -0.808
H  0.793  1.614  1.506
H  -2.112  -1.316  -0.853
H  1.634  -0.931  0.949
H  1.792  1.187  -1.223
H  1.205  -3.432  0.630

Output
2S+1: 1
ΔE to the lowest compared entry with this formula, charge and spin: 2.969 eV
Net charge: +1
Gap between HOMO and LUMO: 8.508 eV

---

3.
ORCA calculation (ωB97M-V/def2-TZVPD) on a cluster of 3 separate species, C3H11O4 in total.

CARTESIAN COORDINATES (ANGSTROEM)
C  1.311  1.302  -0.352
C  1.635  0.585  -1.755
O  1.014  -0.604  -1.964
C  0.838  0.306  0.713
O  -0.156  -0.532  0.156
H  0.451  2.037  -0.523
H  2.370  1.728  -0.052
H  1.330  1.189  -2.586
H  2.734  0.192  -1.873
H  0.168  -0.684  -1.194
H  1.468  -0.340  1.320
H  0.319  0.909  1.432
H  -1.639  -1.319  1.133
H  -0.947  -1.618  2.602
O  -1.708  -1.805  2.070
H  -1.557  0.116  0.288
H  -1.841  1.083  1.321
O  -2.346  0.884  0.550

Output
2S+1: 2
Expectation value of S²: 0.76
ΔE to the lowest compared entry with this formula, charge and spin: 1.876 eV
Net charge: 0
Gap between HOMO and LUMO (alpha / beta): 11.203 / 6.804 eV

---

| no. | largest force on an atom (eV Å⁻¹) |
| --- | --- |
| 1 | 2.79 |
| 2 | 6.06 |
| 3 | 4.56 |